The following is a quantum chemistry calculation of a structure of composition C20H37AsF6NNaO8S4 in a non-equilibrium geometry, from the Open Molecules 2025 dataset.

Summary:
- ΔE to the lowest compared entry with this formula, charge and spin (eV) = 6.885
- HOMO (eV) = -9.1169
- calculated total energy (eV) = -164109.9148
- orbital gap (eV) = 6.7

Each line ends with the Löwdin charge.
CARTESIAN COORDINATES (ANGSTROEM)
Na1 1.482391 1.226496 -0.013230  0.946
As1 1.877496 6.153433 -4.339347  0.863
F1 2.990477 6.849156 -3.184346  -0.286
F2 3.098757 4.971438 -4.891299  -0.307
F3 0.745145 5.367345 -5.510984  -0.314
F4 0.585617 7.296924 -3.752149  -0.321
F5 2.378422 7.340031 -5.593574  -0.299
F6 1.387018 5.063042 -3.016545  -0.329
C1 -6.487588 2.050897 -1.241526  -0.245
C2 -6.326373 3.355033 -1.993732  -0.183
C3 -5.026134 4.004936 -1.365108  -0.198
S1 -4.884442 3.410384 0.326618  0.713
O1 -5.233920 4.430417 1.348136  -0.357
O2 -3.632920 2.645397 0.487380  -0.367
C4 -6.245746 2.194326 0.293004  -0.215
H1 -5.676265 1.394881 -1.556954  0.112
H2 -7.424932 1.504270 -1.344938  0.114
H3 -7.136470 4.060313 -1.808222  0.114
H4 -6.298293 3.022275 -3.031315  0.115
H5 -5.064248 5.092952 -1.311507  0.105
H6 -4.102375 3.621722 -1.798590  0.101
H7 -7.148488 2.566243 0.777614  0.098
H8 -5.942600 1.349621 0.911615  0.100
C5 -1.234884 -7.738250 2.118363  -0.206
C6 -0.197651 -7.788671 0.966896  -0.226
C7 -0.477289 -6.627130 -0.011847  -0.204
S2 -1.039640 -5.211340 1.048690  0.714
O3 -2.324822 -4.752888 0.493310  -0.357
O4 0.016330 -4.262385 1.335379  -0.354
C8 -1.267119 -6.259496 2.598710  -0.196
H9 -1.131049 -8.519710 2.871121  0.114
H10 -2.220055 -7.887529 1.676507  0.108
H11 -0.237925 -8.687980 0.352302  0.110
H12 0.795924 -7.805028 1.414847  0.113
H13 -1.359931 -6.887774 -0.595879  0.098
H14 0.378302 -6.353206 -0.629124  0.103
H15 -2.162324 -5.982491 3.155461  0.098
H16 -0.419903 -5.997561 3.232510  0.091
C9 -3.834371 -1.509636 -6.565352  -0.195
C10 -3.265034 -2.737195 -5.819366  -0.212
C11 -1.773027 -2.789472 -6.185339  -0.225
S3 -1.166419 -1.090216 -5.837792  0.676
O5 -0.142918 -0.679674 -6.787694  -0.328
O6 -0.989574 -0.913775 -4.424261  -0.330
C12 -2.751615 -0.394073 -6.380507  -0.219
H17 -4.789771 -1.151000 -6.182342  0.105
H18 -4.025918 -1.666736 -7.626822  0.110
H19 -3.810954 -3.631486 -6.119900  0.112
H20 -3.333002 -2.570494 -4.744333  0.115
H21 -1.456531 -3.067355 -7.190680  0.105
H22 -1.215970 -3.480630 -5.552812  0.097
H23 -2.530816 0.008446 -7.369105  0.095
H24 -2.973025 0.473450 -5.758835  0.102
C13 4.968191 2.152052 8.921116  -0.212
C14 3.527360 2.579187 9.361348  -0.208
C15 2.812804 3.232041 8.177254  -0.195
S4 3.926312 3.110911 6.673821  0.734
O7 4.628093 4.409977 6.539809  -0.353
O8 3.294700 2.430066 5.525475  -0.374
C16 5.098362 1.906634 7.408196  -0.215
H25 5.244458 1.283745 9.519300  0.109
H26 5.583718 2.997571 9.228238  0.110
H27 3.614977 3.235565 10.227141  0.109
H28 2.924891 1.775567 9.784809  0.106
H29 2.648814 4.308364 8.229556  0.097
H30 1.908402 2.696473 7.888610  0.095
H31 6.055605 1.956562 6.889262  0.107
H32 4.610698 0.957713 7.184930  0.094
N1 6.837236 0.585324 -1.230846  0.011
C17 6.930693 0.217921 0.080428  -0.154
C18 5.999480 -0.688642 0.303099  -0.140
C19 5.414685 -1.025795 -0.949979  -0.129
C20 5.892112 -0.163914 -1.878999  -0.132
H33 7.301660 1.303913 -1.767556  0.154
H34 7.564422 0.732719 0.787376  0.116
H35 5.761648 -1.122772 1.262984  0.096
H36 4.774558 -1.881007 -1.108877  0.088
H37 5.702578 -0.000421 -2.929599  0.117

Cartesian forces, eV/Å:
0.0 0.2 -0.2
-0.8 0.5 -0.6
-0.1 -0.1 -0.6
-0.7 1.0 0.6
0.9 0.9 1.4
1.3 -1.2 -0.9
-0.5 -1.2 1.2
0.0 0.0 -0.8
0.4 -1.7 1.9
0.6 0.2 1.4
-0.5 -0.4 -0.6
-0.5 -0.2 3.1
0.8 -1.3 -2.0
-1.2 1.1 -0.5
-0.2 1.1 -0.7
-0.1 -0.2 -0.4
-0.1 0.2 -0.5
-0.2 -0.2 -0.2
0.4 0.9 -0.2
0.2 -0.1 -0.2
-0.1 0.3 -0.3
0.2 0.6 0.0
0.3 -0.3 -0.7
-0.6 1.1 -1.2
0.0 -0.2 0.1
-0.1 0.2 1.3
-1.3 -0.8 0.0
1.7 -0.5 0.9
-0.3 -0.2 -0.3
0.5 -0.2 -0.3
0.4 0.4 0.2
-0.2 -0.3 -0.1
-0.3 -0.3 0.3
0.2 0.5 -0.2
0.1 0.2 -0.2
-0.2 0.2 0.1
-0.1 0.1 -0.4
0.2 0.0 -0.2
0.6 0.9 0.9
0.1 0.4 -1.1
0.8 -0.3 0.9
-0.9 -0.5 -2.1
-0.5 -0.5 1.0
0.1 0.0 0.4
-0.1 0.5 -1.0
0.0 -0.2 0.3
0.4 -0.3 0.0
0.2 -0.1 0.2
-0.1 -0.2 0.0
-0.6 0.4 -0.3
0.0 0.1 0.3
0.2 0.1 0.1
-0.3 -0.3 0.3
0.2 0.5 0.5
0.1 0.0 -0.3
0.2 -0.1 -1.2
1.2 0.1 -0.2
-1.4 -2.0 0.0
0.5 1.4 1.4
-1.7 0.0 0.5
0.3 0.0 -0.2
0.4 -0.2 -0.2
0.1 0.4 -0.3
0.1 -0.4 -0.5
-0.1 -0.1 0.2
0.0 0.2 0.1
0.0 0.3 0.4
0.2 -0.1 -0.2
0.2 0.6 -1.5
1.3 2.6 0.0
-1.3 -2.4 0.6
-1.3 -0.8 0.4
0.7 0.2 0.1
0.3 0.0 0.7
0.1 0.0 -0.2
0.1 -0.2 -0.1
-0.2 0.2 -0.1
0.0 -0.2 0.1